# 1
DFT (ωB97M-V with the def2-TZVPD basis set) results for 10 unconnected molecules or ions with the total composition C27H63F6N9O9P.

CARTESIAN COORDINATES (ANGSTROEM)
H  -0.560712  -3.086393  6.152493
H  2.363478  -1.751563  6.655203
H  -0.354542  5.792837  0.930373
O  4.870248  0.620287  -3.223087
F  1.397248  0.803897  -1.244947
H  -1.193052  -0.908753  4.747483
H  2.390348  -2.519883  -2.633397
C  4.916638  -0.230113  -2.319207
N  -1.403472  1.926697  4.910573
O  -4.377222  3.787517  -4.292187
H  1.791278  3.929977  -1.254747
C  3.416618  3.511147  -3.080367
C  -3.613792  -1.189823  1.584723
C  -0.682982  -5.049253  -5.181477
F  -0.583472  0.321527  1.226473
H  0.829018  3.133117  -4.974507
H  1.808338  8.141307  0.547373
N  2.002408  -4.416723  1.219323
O  0.047458  -2.377363  -4.919237
C  1.618878  3.843297  -4.729847
H  -0.252902  -2.591263  -2.832387
C  0.500458  -3.084413  5.903463
H  2.648618  6.950007  3.467203
N  4.153958  -1.287663  -2.129157
H  5.714458  -0.250003  -1.560717
H  1.082418  -3.323673  6.793513
C  -3.704692  2.823167  -4.015837
H  0.668788  -3.827683  5.124153
H  -6.010752  -2.010853  0.452473
H  -1.641452  -5.563283  -5.253687
H  2.892988  -1.545483  -4.037007
O  4.334648  3.622857  -3.857357
C  -1.275632  2.678297  3.593063
C  -5.125322  1.161937  -5.190777
O  1.753458  5.040327  3.600783
H  0.663218  -3.213993  0.268563
N  -3.969802  -1.603053  0.243983
C  1.191278  3.943397  -2.164647
C  2.838818  -5.673943  1.335143
H  1.829498  -4.080363  3.259283
N  0.715258  -1.678803  5.470043
H  -5.915082  0.617407  -4.673217
O  2.376308  -0.175763  5.307333
H  3.254538  -3.351983  2.620423
H  -4.655942  0.466987  -5.887067
H  0.655228  4.868997  -2.374447
C  1.906018  -1.183733  5.830283
H  -3.168392  -1.912553  2.268373
H  -4.543192  -0.813023  2.011753
H  -2.999852  -0.312773  -4.575907
H  -5.154932  -3.283033  0.756103
H  -2.842552  0.704037  6.013843
H  -1.828962  -5.690393  -3.065607
N  -4.025612  1.541687  -4.348857
H  0.575118  8.653207  1.774433
C  -5.115062  -2.468683  0.032683
C  -0.400852  1.734477  5.760223
H  -0.110502  -1.800103  3.588323
H  3.589108  3.436177  -1.995547
H  -1.228502  -4.553703  -1.867147
H  3.423498  -1.955633  -0.261497
H  2.193928  -0.832883  -2.635977
N  -0.621382  -4.253623  -3.935017
H  5.113748  -1.673393  -0.155057
C  -3.258092  0.420717  -3.812097
H  0.325038  -0.260323  3.980523
H  2.369678  3.752127  -5.514757
F  1.826628  0.471627  0.828883
H  4.308118  -3.062543  -1.127997
C  -2.657642  1.156917  5.039773
H  -5.271392  -2.839173  -0.980427
H  3.655148  -5.647853  0.613323
H  2.308128  -6.623473  1.265373
N  2.081828  3.653587  -3.313087
C  0.687388  5.531687  1.115493
H  -3.792562  0.073537  -2.927837
F  0.306168  -0.993533  -0.468957
O  0.763728  2.141767  5.590793
C  2.205048  -3.537573  2.391853
H  0.372158  3.228097  -2.090527
H  0.821508  4.475147  1.347493
H  -3.458972  1.842307  4.763693
P  0.404188  0.548687  0.000253
O  -3.102822  -2.155843  -1.775557
O  1.089408  -4.990403  -0.752977
H  -0.248162  -5.927293  -2.658787
H  -1.832942  3.613127  3.653153
H  -5.561082  2.017587  -5.706587
H  0.055568  -5.845163  -5.085687
H  0.981448  5.632377  0.070753
C  -0.958072  -5.107203  -2.766367
C  1.414218  7.993737  1.552853
H  -2.930332  -0.348853  1.701913
F  -0.928952  0.739877  -0.910577
H  -0.756502  1.246327  6.680783
C  2.895028  -1.606673  -2.948727
H  -0.524832  -4.375603  -6.023667
C  1.233738  -4.150403  0.169383
C  -3.057692  -1.499193  -0.709527
F  0.336398  2.193977  0.278973
C  1.901388  6.220037  3.119373
H  2.211948  8.513457  2.083533
H  1.674038  -2.586773  2.346053
H  -2.671922  0.391257  4.264113
H  -2.294642  0.725277  -3.403297
N  1.283268  6.558207  1.930453
C  -0.225532  -2.994143  -3.856657
H  -2.774562  2.841607  -3.426997
H  -2.213502  -0.823523  -0.502097
H  1.261308  4.872937  -4.720937
C  -0.169532  -1.118003  4.436463
H  -1.671202  2.040167  2.802863
H  3.341028  -5.746013  2.299873
H  -0.260752  2.824477  3.223263
C  4.341468  -2.009993  -0.846707

Cartesian forces, eV/Å:
H -0.07 -0.68 0.24
H 0.26 0.11 -0.10
H -0.58 -0.51 0.74
O -0.41 -0.76 0.89
F -0.35 0.71 -1.34
H 0.31 -0.24 0.19
H 0.74 -0.28 0.11
C 0.75 1.14 -1.18
N -1.36 0.21 -1.87
O 0.03 0.76 -0.15
H -0.33 0.08 -0.10
C 2.20 -0.01 2.50
C -1.07 0.96 0.88
C 0.24 0.91 0.73
F 0.77 -0.54 1.06
H -0.24 0.11 0.40
H -0.70 -0.32 -0.46
N 2.13 -0.73 2.16
O 0.03 0.01 2.19
C -0.15 0.18 0.82
H 0.20 0.22 -0.21
C -1.43 1.33 -0.18
H -0.51 -0.01 0.37
N -1.18 -1.21 -0.15
H 0.15 0.56 -0.04
H -0.02 0.12 -0.15
C -0.70 -1.42 -0.19
H 0.17 0.10 -0.14
H -0.27 0.93 -0.72
H -0.20 0.31 0.02
H 1.04 -0.14 0.16
O -1.06 -0.08 -0.78
C 0.01 -1.27 0.70
C 0.20 -0.05 -0.46
O 0.78 4.58 -1.24
H 0.20 0.04 -0.33
N 0.18 -0.25 0.46
C 0.44 -0.42 -0.91
C -0.15 0.64 -0.34
H -0.14 0.05 0.13
N -0.81 -2.03 0.59
H 0.00 0.06 0.29
O 0.19 -1.38 0.99
H 0.10 0.09 -0.48
H -0.52 -0.04 -0.48
H 0.37 0.38 0.05
C 0.72 2.75 -1.49
H -0.29 -0.79 -0.35
H -0.06 -0.17 0.50
H -0.54 -0.23 0.18
H 0.97 -0.78 -0.26
H 0.31 0.26 0.02
H -0.60 0.35 0.00
N 1.06 0.40 0.51
H -0.57 -0.53 -0.40
C -0.94 -0.23 1.62
C 3.12 1.42 0.01
H -0.74 -0.42 -0.05
H 0.21 -0.34 -0.17
H 0.56 -0.04 -0.17
H -0.30 0.54 0.08
H -0.16 0.07 -0.10
N -0.82 -2.62 1.04
H 0.38 -0.07 -0.80
C 0.21 0.73 0.70
H -0.14 0.46 0.62
H 0.52 -0.16 0.76
F -1.91 -0.86 0.70
H 0.97 -0.25 0.37
C 0.41 1.02 -0.96
H 0.42 0.40 0.22
H -0.24 -0.08 -0.30
H -0.45 0.37 -0.50
N -1.70 0.34 -2.10
C -1.23 0.92 -1.69
H -0.03 -0.90 -0.42
F 0.89 -0.59 1.20
O -2.49 -0.82 0.64
C -0.57 -0.44 -0.02
H 0.20 -0.65 -0.05
H 0.11 0.48 0.86
H -0.29 -0.07 0.35
P 0.53 1.44 -0.92
O 0.05 1.25 1.40
O 0.36 2.01 1.38
H 0.61 0.62 0.55
H 0.12 -0.03 -0.01
H 0.19 -0.02 0.10
H 0.30 0.11 -0.38
H 1.00 0.23 -0.18
C -0.66 -0.16 -1.20
C 0.58 -0.35 -0.30
H 0.11 0.11 -1.07
F -0.07 0.87 -0.87
H 0.28 -0.29 0.11
C -0.16 1.36 1.48
H 0.15 -0.32 0.05
C -0.68 -2.33 -1.40
C 1.20 -1.50 -2.73
F 0.35 -0.57 0.01
C -0.84 -5.28 -0.06
H 0.22 -0.68 0.71
H 0.03 -0.06 -0.41
H -0.06 -0.29 0.04
H 0.06 0.45 -0.10
N 1.69 1.51 1.65
C -0.07 0.74 -2.74
H 0.11 0.23 0.04
H -0.35 -0.14 0.08
H -0.40 -0.04 -0.27
C 1.85 -0.51 -0.64
H -0.53 -0.02 0.09
H -0.28 0.63 0.19
H 0.22 0.22 0.96
C -2.11 -0.83 -0.81

The value obtained for the frontier orbital gap (spin up / spin down) is 7.97 / 2.91 eV. The value obtained for the lowest unoccupied orbital energy (spin up / spin down) is -0.50 / -5.56 eV. The value obtained for the HOMO energy (spin up / spin down) is -8.47 / -8.47 eV. As for the charge: 0. The multiplicity is 2.

# 2
DFT (ωB97M-V with the def2-TZVPD basis set) results for 6 unconnected molecules or ions with the total composition C54H59O2P.

CARTESIAN COORDINATES (ANGSTROEM)
C  -2.082589  3.998257  0.318448
H  5.801885  5.541411  -2.228570
C  -6.942224  -5.839344  -1.958498
C  4.475517  -2.325007  2.161784
H  9.077185  7.234106  2.510346
H  -3.586637  -1.188401  2.362654
C  6.076458  3.660141  -0.425567
H  10.672588  5.522511  3.302462
H  1.208695  6.214023  -0.390311
C  -9.645964  -7.931998  -4.379602
H  5.835830  -1.203988  -0.728150
C  -10.287743  -7.009194  -6.917891
P  -4.669908  0.186359  0.691109
C  3.799898  -5.074082  7.004503
H  1.889220  -0.609426  0.811493
C  2.879730  -1.033272  0.911545
H  2.464187  -1.954966  2.805570
C  2.431307  -5.297705  7.064458
H  -1.614823  -0.104598  1.122333
H  9.837128  3.391056  4.233525
C  6.098142  2.344616  0.336114
C  0.683362  5.369220  -3.639929
H  3.102015  6.158212  -3.636164
H  -4.010473  2.026688  -1.632850
H  -3.896028  -7.014847  -1.062266
H  3.572787  -0.238076  -0.955418
C  -8.688986  -7.278430  -5.143751
H  -3.919614  -2.097135  0.929371
O  -3.460233  4.329841  -2.905200
H  -7.804003  -6.110208  -2.555045
H  5.192032  2.245775  0.926958
H  -11.670705  -8.633791  -4.289489
C  -0.560553  5.296346  -1.165861
H  -5.865236  -7.637219  -2.418085
H  4.725998  -2.912001  3.036740
H  -7.691865  -7.126870  -4.749611
C  -5.852737  -6.696381  -1.882070
H  2.052474  -6.230952  7.460639
C  2.034239  -3.126883  6.111069
C  -2.984967  2.187431  1.604026
H  -5.895875  -1.044441  -1.004474
C  8.711207  6.299804  2.916252
H  4.157076  6.532644  -0.980193
C  -6.927926  -4.635126  -1.268902
H  7.068716  3.810529  -0.847892
C  3.826153  -0.824744  -0.081269
H  -3.619948  -1.757748  -1.668654
H  -4.375124  -0.847937  -2.970765
H  -3.079116  1.679820  2.552897
H  -1.500583  -1.838715  1.335716
C  -9.008725  -6.819323  -6.413898
C  7.772844  3.904281  3.955901
C  9.138656  4.140402  3.884038
C  4.285872  -3.878252  6.494267
H  5.816011  4.497254  0.218407
H  -8.260939  -6.313129  -7.010631
C  5.424380  -2.113604  1.170245
C  3.403044  -2.904267  6.048652
H  4.629525  4.755387  -3.320300
H  3.216788  5.079277  -0.966863
H  4.156431  3.178675  -1.294594
H  7.405951  2.969201  4.359726
H  -9.395198  -8.293020  -3.389815
C  -2.212597  3.339579  1.533198
C  5.111144  3.597646  -1.609044
C  -3.514448  2.355207  -0.735722
O  -1.127136  6.054789  0.997533
C  -10.924631  -8.123142  -4.884567
C  9.607646  5.338225  3.362204
C  6.876540  4.863701  3.507892
C  -2.573116  4.225106  -2.104893
H  -10.538330  -6.649654  -7.907540
H  -7.776585  -3.965888  -1.330198
C  -3.640648  1.677764  0.476863
C  2.765660  6.392326  -2.629692
H  3.781722  -1.970826  5.650933
H  -1.982200  -1.208294  -0.227687
C  -3.993166  -0.779173  -1.954196
H  6.205020  1.509733  -0.347524
C  -4.746862  -6.348245  -1.118819
H  1.170022  5.399519  -4.602053
H  4.487996  -5.832204  7.355571
H  -5.815611  -3.353244  0.042327
H  5.353284  -3.705036  6.443878
H  -12.244041  -7.805945  -6.545237
H  6.646317  6.813990  2.644167
H  -1.720509  3.718303  2.415809
C  -1.243655  5.212525  0.151166
C  0.718994  5.825453  -1.269365
C  -1.220060  4.804050  -2.301625
H  6.417731  -2.531073  1.273443
C  -2.740786  3.507113  -0.815016
H  5.811704  4.675106  3.559519
C  -5.824585  -4.290328  -0.501048
C  -5.114343  -0.292308  -1.029629
C  1.355988  5.849548  -2.514884
H  -1.111587  4.480195  -4.420547
C  3.203567  -1.786294  2.032039
C  5.098063  -1.366320  0.047328
C  -2.066387  -1.050758  0.840895
C  3.746822  5.760505  -1.625100
H  2.753133  7.474662  -2.543489
C  -4.733193  -5.145146  -0.427208
H  -3.871206  -4.873983  0.169866
H  -5.561961  0.595848  -1.469331
H  1.345695  -2.365707  5.766381
C  -3.534912  -1.141108  1.279939
H  0.481409  -4.500030  6.662365
C  -11.246012  -7.659883  -6.152715
C  1.548551  -4.324729  6.616699
H  6.940896  2.335568  1.023993
C  -0.605554  4.847949  -3.541857
H  5.537075  2.894980  -2.325653
H  -3.143502  -0.102251  -1.984265
C  7.345357  6.063287  2.990364
C  4.892677  4.950708  -2.284138

Cartesian forces, eV/Å:
C -0.18 -0.26 -0.27
H 0.27 -0.02 -0.34
C -0.01 -0.02 -0.01
C 0.03 -0.02 0.03
H 0.00 0.00 0.00
H -0.11 0.13 0.21
C -0.22 -0.49 -0.54
H 0.00 0.00 0.00
H 0.04 0.04 0.14
C 0.01 0.01 0.01
H 0.00 0.00 0.00
C 0.00 0.00 0.00
P -1.13 0.00 0.35
C 0.00 0.00 -0.01
H -0.03 0.01 0.00
C 0.00 0.00 0.00
H 0.01 -0.01 0.00
C 0.00 0.00 0.00
H 0.04 0.15 -0.11
H 0.00 0.00 0.00
C 0.17 0.60 0.36
C -0.25 -0.05 0.42
H 0.13 0.17 -0.18
H -0.08 -0.10 -0.12
H 0.00 0.00 0.00
H 0.01 0.00 0.00
C 0.01 -0.01 0.01
H -0.36 -0.04 -0.09
O -0.58 -0.19 -0.78
H -0.01 0.02 0.01
H -0.18 -0.30 0.00
H 0.00 0.00 0.00
C 0.35 0.01 -0.45
H 0.00 0.00 0.00
H -0.01 -0.01 0.00
H 0.01 -0.01 -0.02
C -0.01 0.01 -0.01
H 0.00 0.00 0.00
C 0.00 0.00 -0.01
C 0.10 0.25 -0.23
H -0.20 -0.08 0.23
C 0.00 0.00 0.00
H 0.09 0.10 0.10
C 0.00 0.02 0.00
H 0.17 0.40 0.11
C 0.01 0.00 -0.01
H -0.03 -0.18 0.06
H 0.00 -0.14 -0.14
H -0.04 -0.09 0.12
H 0.13 -0.09 0.01
C 0.00 0.01 0.00
C 0.00 -0.06 0.01
C -0.01 0.02 -0.02
C 0.01 0.00 -0.01
H 0.14 0.10 0.19
H 0.00 0.00 0.00
C -0.02 0.01 0.00
C 0.00 0.03 -0.03
H 0.11 0.20 -0.24
H -0.25 -0.04 0.12
H -0.20 -0.05 0.03
H 0.00 0.00 0.00
H 0.00 0.00 0.00
C -0.31 -0.16 -0.07
C 0.48 0.15 0.08
C 0.03 0.41 0.26
O 0.32 0.46 0.77
C -0.01 0.00 0.01
C 0.00 0.00 0.00
C -0.03 0.02 -0.03
C 0.46 0.05 0.35
H 0.00 0.00 0.00
H -0.01 -0.01 0.01
C 0.36 -0.32 -0.16
C -0.23 -0.52 -0.11
H 0.00 0.00 0.01
H 0.16 0.16 -0.14
C -0.17 0.09 -0.12
H -0.09 -0.22 -0.06
C 0.01 -0.01 0.00
H 0.12 -0.01 -0.13
H 0.00 0.00 0.00
H -0.02 0.00 0.01
H 0.00 0.00 0.01
H 0.00 0.00 0.00
H 0.00 0.00 0.00
H 0.07 0.12 0.04
C -0.17 -0.39 -0.37
C -0.41 -0.08 -0.56
C 0.23 0.08 0.23
H 0.00 -0.01 -0.01
C 0.01 -0.27 0.61
H 0.00 0.00 0.01
C 0.03 0.03 0.00
C 0.87 0.07 -0.28
C 0.07 0.19 0.14
H -0.15 -0.05 -0.04
C -0.02 0.01 0.02
C -0.01 0.01 -0.01
C -0.23 -0.34 0.32
C 0.34 -0.07 -0.11
H -0.06 0.19 0.07
C 0.00 0.02 0.00
H 0.00 -0.01 0.01
H -0.25 0.12 0.02
H 0.00 0.00 0.00
C 0.91 0.16 -0.35
H 0.00 0.00 0.01
C 0.01 0.00 0.00
C -0.01 0.00 0.00
H 0.06 -0.13 0.14
C 0.31 0.34 0.14
H -0.02 -0.11 -0.12
H 0.07 0.13 0.09
C 0.00 -0.01 -0.01
C -0.70 -0.11 0.42

The value obtained for the frontier orbital gap is 7.61 eV. The value obtained for the lowest unoccupied orbital energy is -0.54 eV. The value obtained for the HOMO energy is -8.15 eV. As for the charge: 0.